[1]
ORCA calculation (ωB97M-V/def2-TZVPD) on a molecular structure, C46H43BrFN5O4Re.

Values from the calculation:
maximum force	0.91	eV/Å
HOMO (alpha / beta)	-0.2960 / -0.2947	Ha
LUMO level (alpha / beta)	-1.7 / -1.6	eV

ORCA input file:
```
! wB97M-V def2-TZVPD RIJCOSX def2/J DEFGRID3
* xyz 0 2
Re 0.161 -0.375 0.473
O -6.355 -1.138 2.906
C -5.574 -2.086 2.761
O -5.643 -3.278 3.077
C -4.180 -1.662 2.243
C -3.936 -0.348 1.851
C -2.675 -0.009 1.407
N -1.694 -0.933 1.286
C -1.852 -2.128 1.881
C -3.101 -2.540 2.309
C -0.562 -2.692 2.295
C -0.404 -3.935 2.883
C 0.818 -4.251 3.449
C 1.836 -3.315 3.406
C 1.628 -2.120 2.743
N 0.453 -1.795 2.195
C -2.133 1.320 1.237
C -2.885 2.607 1.091
C -1.733 4.606 -0.031
C -1.045 4.140 -1.062
C -0.349 2.846 -0.736
N -0.845 1.389 1.146
H -4.738 0.369 1.960
H -3.281 -3.505 2.764
H -1.237 -4.622 2.920
H 0.967 -5.210 3.923
H 2.804 -3.516 3.840
H 2.414 -1.392 2.628
H -3.571 2.755 1.926
H -2.326 5.508 -0.031
H -0.975 4.607 -2.033
H 0.707 2.882 -1.028
C 1.152 4.669 1.374
C 0.816 3.192 1.567
C 0.734 2.852 3.051
C -0.457 2.776 0.827
C -1.708 3.640 1.120
C -3.688 2.628 -0.193
C -3.341 2.116 -1.374
C -2.168 1.263 -1.668
C -2.487 -0.008 -2.449
C -3.585 -0.871 -1.831
C -2.871 0.370 -3.885
C -0.912 1.569 -1.326
N 0.081 0.517 -1.264
C 0.912 0.468 -2.416
C 0.614 1.278 -3.521
C 1.384 1.283 -4.669
C 2.498 0.465 -4.763
C 2.835 -0.332 -3.683
C 2.061 -0.317 -2.539
F 2.495 -1.079 -1.520
H 2.132 4.877 1.804
H 0.431 5.315 1.878
H 1.181 4.960 0.325
H 1.627 2.608 1.130
H -0.088 3.378 3.540
H 1.653 3.154 3.553
H 0.602 1.783 3.218
H -1.665 4.119 2.097
H -4.629 3.162 -0.137
H -4.053 2.234 -2.183
H -1.575 -0.609 -2.497
H -4.508 -0.308 -1.682
H -3.289 -1.287 -0.871
H -3.809 -1.708 -2.493
H -3.866 0.815 -3.929
H -2.887 -0.522 -4.511
H -2.162 1.074 -4.322
H -0.259 1.912 -3.479
H 1.103 1.926 -5.492
H 3.099 0.446 -5.660
H 3.701 -0.977 -3.696
C 4.828 2.159 0.214
C 4.516 1.111 1.288
C 4.590 1.751 2.679
C 5.510 -0.053 1.190
C 3.155 0.604 1.070
C 2.022 0.213 0.862
H 5.834 2.551 0.366
H 4.121 2.988 0.263
H 4.773 1.722 -0.782
H 5.602 2.114 2.861
H 4.338 1.030 3.456
H 3.901 2.592 2.757
H 6.524 0.311 1.363
H 5.466 -0.517 0.207
H 5.285 -0.820 1.930
Br -2.928 -6.348 -2.239
C -1.148 -5.725 -2.201
C -0.188 -6.317 -3.009
N 1.081 -5.924 -3.020
C 1.429 -4.935 -2.206
C 0.534 -4.277 -1.372
C -0.794 -4.674 -1.376
C 1.015 -3.186 -0.461
O 2.030 -3.296 0.184
O 0.217 -2.143 -0.486
H -0.458 -7.132 -3.669
H 2.471 -4.641 -2.211
H -1.530 -4.170 -0.764
*
```

***

[2]
ORCA calculation (ωB97M-V/def2-TZVPD) on a molecular structure, C46H44As2BrCl5NiO.

Values from the calculation:
maximum force	1.52	eV/Å
HOMO (alpha / beta)	-0.2841 / -0.2841	Ha
LUMO level (alpha / beta)	-1.2 / -1.2	eV

ORCA input file:
```
! wB97M-V def2-TZVPD RIJCOSX def2/J DEFGRID3
* xyz 0 1
Ni -2.087 0.345 -1.592
C -3.860 2.645 5.114
C -3.594 1.140 5.051
C -4.910 0.397 5.315
C -2.584 0.789 6.153
C -3.052 0.721 3.687
C -3.064 1.556 2.582
C -2.573 1.070 1.391
Br -2.557 2.278 -0.102
C -2.046 -0.205 1.154
O -1.528 -0.506 -0.028
C -2.026 -1.051 2.293
C -2.537 -0.557 3.490
C -1.481 -2.490 2.346
C -0.777 -2.953 1.073
C -2.654 -3.448 2.606
C -0.458 -2.606 3.488
H -4.164 2.921 6.125
H -4.665 2.943 4.438
H -2.967 3.221 4.862
H -5.328 0.687 6.282
H -4.755 -0.684 5.323
H -5.645 0.625 4.540
H -2.941 1.157 7.117
H -1.613 1.242 5.949
H -2.440 -0.288 6.246
H -3.438 2.569 2.632
H -2.526 -1.226 4.340
H -1.436 -2.905 0.216
H -0.453 -3.989 1.210
H 0.098 -2.341 0.852
H -3.392 -3.377 1.804
H -3.157 -3.224 3.547
H -2.295 -4.478 2.649
H 0.355 -1.889 3.350
H -0.030 -3.611 3.493
H -0.896 -2.432 4.471
Cl -5.330 0.428 -1.764
C -3.949 -0.459 -1.945
C -3.122 -1.287 -2.346
C -2.482 -2.287 -3.147
Cl -1.229 -3.169 -2.346
C -2.854 -2.609 -4.407
Cl -2.318 -4.097 -5.078
C -3.632 -1.741 -5.309
Cl -4.739 -2.589 -6.383
C -3.513 -0.447 -5.440
Cl -2.878 0.866 -4.819
C 1.718 -0.736 -1.896
C 2.273 -0.859 -0.480
As 1.441 0.365 0.833
C 2.364 2.010 0.324
C 3.749 2.093 0.208
C 4.342 3.248 -0.276
C 3.556 4.336 -0.637
C 2.180 4.274 -0.492
C 1.587 3.113 -0.011
C 2.569 -0.078 2.370
C 3.316 -1.246 2.478
C 4.071 -1.500 3.618
C 4.084 -0.591 4.663
C 3.332 0.574 4.569
C 2.578 0.823 3.434
As 2.253 0.877 -2.928
C 0.603 0.929 -4.011
C 0.550 0.788 -5.358
C -0.549 1.052 -6.300
C -1.874 1.290 -6.264
C -1.814 0.963 -3.294
C -0.521 1.205 -3.145
C 3.538 0.096 -4.168
C 4.164 -1.129 -3.960
C 5.167 -1.567 -4.815
C 5.564 -0.782 -5.887
C 4.967 0.455 -6.088
C 3.975 0.895 -5.225
H 0.627 -0.756 -1.860
H 2.007 -1.605 -2.490
H 3.360 -0.747 -0.449
H 2.036 -1.861 -0.113
H 4.368 1.252 0.500
H 5.419 3.302 -0.373
H 4.021 5.235 -1.022
H 1.566 5.127 -0.755
H 0.508 3.061 0.097
H 3.320 -1.974 1.677
H 4.651 -2.412 3.685
H 4.672 -0.788 5.550
H 3.334 1.289 5.382
H 1.995 1.736 3.370
H 1.487 0.538 -5.843
H -0.179 1.165 -7.319
H -3.463 2.067 -5.225
H -3.843 0.715 -3.831
H -0.246 1.545 -2.125
H 3.883 -1.758 -3.125
H 5.640 -2.525 -4.639
H 6.343 -1.126 -6.554
H 5.284 1.084 -6.910
H 3.546 1.880 -5.370
*
```